19
Properties=species:S:1:pos:R:3 method="wB97M-V/def2-TZVPD" orbital_gap_ev=11.9268 total_energy_ev=-9371.59827 homo_energy_ev=-15.831 mol_weight_da=111.17 total_charge=+1
C -2.417 -2.339 -0.246
C 0.343 0.964 0.248
C 1.167 -1.191 1.263
C 1.312 -0.540 -1.191
C -1.392 2.779 -0.045
C 1.380 0.010 0.206
N -1.826 -1.367 -0.347
N -0.373 1.802 -0.130
H -3.079 -3.158 -0.144
H 0.823 -0.805 2.257
H 2.079 -1.864 1.364
H 0.361 -1.895 0.986
H 1.574 0.077 -2.077
H 0.366 -0.894 -1.387
H 2.131 -1.226 -1.113
H -0.992 3.763 -0.326
H -1.606 2.897 1.000
H -2.219 2.516 -0.593
H 2.369 0.469 0.277